1.
Here is C19H49NO20S4V as an isolated structure at a distorted geometry from the Open Molecules 2025 dataset. Energies are from ωB97M-V/def2-TZVPD.

Summary:
- Highest occupied orbital energy: -5.45 eV
- Charge: -1
- Total energy: -4849.604686 Ha

```
94
C19H49NO20S4V ωB97M-V/def2-TZVPD
O 18.7389 10.4356 -6.0252
V 19.6178 9.2375 -6.5747
O 18.5959 8.3343 -7.4709
C 21.9445 10.5962 -10.0986
C 21.1619 10.7837 -8.8084
C 19.7510 11.3057 -9.1206
O 21.1840 9.6277 -8.0441
H 22.9817 10.3604 -9.8315
H 22.0074 11.5105 -10.6962
H 21.6649 9.7610 -10.7448
H 21.6347 11.6194 -8.2525
H 19.7503 12.0908 -9.8791
H 19.2686 11.7035 -8.2204
H 19.0680 10.4853 -9.3664
C 21.0054 6.3445 -3.8733
C 20.4164 7.1345 -5.0191
O 21.0317 7.3319 -6.0762
O 19.3420 7.7762 -4.8132
H 21.0760 7.0563 -3.0461
H 22.0171 5.9880 -4.0384
H 20.2647 5.6049 -3.5684
C 20.5478 6.6441 -9.7465
O 21.5412 6.2800 -8.8117
H 20.4070 7.7171 -9.8446
H 20.7070 6.1412 -10.7088
H 19.5823 6.2503 -9.4084
H 21.3766 5.4045 -8.4606
O 21.3056 10.3003 -5.1326
S 21.9594 10.9430 -4.0534
O 21.3323 11.9835 -3.3057
O 22.4850 9.7857 -3.0794
C 23.2630 10.1561 -1.9316
C 23.7153 8.9185 -1.1743
C 23.5313 11.5552 -4.6881
H 22.6512 10.7715 -1.2670
H 24.0772 10.7845 -2.2962
H 22.8934 8.2162 -1.0873
H 24.1082 9.2901 -0.2264
H 24.6019 8.5096 -1.6603
H 23.3136 12.0414 -5.6376
H 24.1408 10.6944 -4.9700
H 24.0953 12.1207 -3.9554
O 16.0300 9.9408 -14.4348
S 15.4992 8.6176 -14.3311
O 15.6120 7.7236 -15.4333
O 16.1673 7.8877 -13.0852
C 16.3331 8.6159 -11.8342
C 17.6955 8.2634 -11.3248
C 13.7926 8.7096 -13.7548
H 15.5613 8.2810 -11.1342
H 16.1761 9.6716 -12.0551
H 17.9200 8.6301 -10.3197
H 18.4842 8.6782 -11.9551
H 17.9139 7.1984 -11.2239
H 13.7642 9.6478 -13.1986
H 13.5446 7.9022 -13.0752
H 13.1651 8.8271 -14.6337
O 11.2781 7.4444 -8.0826
S 11.4961 8.7673 -7.5767
O 10.8666 9.2123 -6.3826
O 13.0656 8.9862 -7.4176
C 13.9370 8.4007 -8.4254
C 15.3573 8.7265 -8.0049
C 11.1812 9.9245 -8.8970
H 13.7113 8.7374 -9.4390
H 13.7312 7.3326 -8.3383
H 15.6196 9.7670 -8.1811
H 15.9753 8.1549 -8.7043
H 15.5491 8.3836 -6.9938
H 11.4726 10.9095 -8.5415
H 10.1283 9.9562 -9.1719
H 11.7259 9.5975 -9.7783
O 18.2056 4.3878 -10.8949
S 17.1014 4.1498 -10.0293
O 16.9909 2.9842 -9.2084
O 16.9500 5.4493 -9.1158
C 16.3402 5.3021 -7.8141
C 17.3141 4.8842 -6.7456
C 15.6047 4.3577 -10.9712
H 15.4373 4.6889 -7.9227
H 15.8876 6.2630 -7.5779
H 17.9992 4.0964 -7.0541
H 16.8408 4.6549 -5.7927
H 17.9841 5.7311 -6.5652
H 15.7282 5.2351 -11.6022
H 14.7903 4.5017 -10.2647
H 15.4603 3.4624 -11.5720
C 19.8916 13.6496 -5.9096
N 21.1226 14.4607 -5.7292
O 21.3224 14.9737 -4.6474
O 21.8882 14.5154 -6.6755
H 20.0434 12.6678 -6.3393
H 19.1995 14.2431 -6.5069
H 19.4002 13.5712 -4.9439
```

***

2.
Here is a single C6H11N molecule at a distorted geometry from the Open Molecules 2025 dataset. Energies are from ωB97M-V/def2-TZVPD.

Summary:
- Highest occupied orbital energy: -7.73 eV
- Structure (SMILES): C=CCN/C=C/C
- Charge: 0
- Total energy: -289.863661 Ha

```
18
C6H11N ωB97M-V/def2-TZVPD
C 0.8316 -1.7196 -3.2203
C 0.1919 -0.9205 -2.3441
C 0.5744 -0.6769 -0.9020
N -0.1626 0.4497 -0.3109
C -0.2135 0.2630 1.0874
C -0.5476 1.3674 1.7997
C -0.7395 1.1847 3.4441
H 1.6074 -2.2712 -2.8765
H 0.6201 -1.9328 -4.2785
H -0.7621 -0.5356 -2.6239
H 0.3615 -1.5262 -0.2365
H 1.6755 -0.4472 -0.6501
H 0.0339 1.3391 -0.6921
H -0.0228 -0.6762 1.4902
H -0.7507 2.2876 1.2395
H -0.2793 0.2161 3.8201
H -0.2074 2.0300 4.0493
H -1.7208 1.3802 3.7467
```

***

3.
Here is a single C5H9NOS molecule at a distorted geometry from the Open Molecules 2025 dataset. Energies are from ωB97M-V/def2-TZVPD.

Summary:
- Highest occupied orbital energy: -8.45 eV
- Structure (SMILES): CON(C=S)C1CC1
- Charge: 0
- Total energy: -723.983380 Ha

```
17
C5H9NOS ωB97M-V/def2-TZVPD
C 1.1516 -0.3239 1.9402
O 1.2375 0.6034 0.8592
N 0.6665 0.0752 -0.2878
C 1.5876 -0.4808 -1.1361
S 1.3684 -0.8839 -2.7134
C -0.5517 0.6851 -0.7494
C -1.7530 0.6203 0.1286
C -1.6447 -0.1762 -1.1732
H 0.1307 -0.5789 2.2034
H 1.7137 -1.2435 1.7278
H 1.6362 0.1304 2.8196
H 2.5160 -0.5732 -0.5540
H -0.3316 1.5718 -1.3556
H -1.5958 0.1085 1.0787
H -2.3540 1.5168 0.2124
H -2.2932 0.1659 -1.9912
H -1.4841 -1.2170 -1.0091
```

***

4.
Here is C6H10OS2 as an isolated structure at a distorted geometry from the Open Molecules 2025 dataset. Energies are from ωB97M-V/def2-TZVPD.

Summary:
- Highest occupied orbital energy: -8.65 eV
- Charge: 0
- Total energy: -1106.085712 Ha

```
19
C6H10OS2 ωB97M-V/def2-TZVPD
C 0.0411 0.0081 0.1357
C -0.6751 -0.6733 -0.7258
C 1.2193 2.1434 1.7475
C 1.9899 0.7900 1.7807
C -0.8606 -2.1692 -0.4780
C -1.2005 -0.0580 -1.9698
O -0.1830 -0.4490 2.6563
S 0.6374 2.3671 0.0992
S 0.7963 -0.5649 1.6080
H 0.3545 2.1177 2.5131
H 1.8137 2.9650 1.8907
H 2.3573 0.5777 0.7543
H 2.7580 0.7712 2.5317
H -1.9328 -2.2377 -0.5171
H -0.3895 -2.7153 -1.3423
H -0.5133 -2.6269 0.5404
H -1.7521 0.9658 -1.6437
H -0.5053 0.2002 -2.7103
H -1.9942 -0.6829 -2.3738
```

***

5.
Here is a 2-piece molecular cluster, C3H10N2O3 overall at a distorted geometry from the Open Molecules 2025 dataset. Energies are from ωB97M-V/def2-TZVPD.

Summary:
- Highest occupied orbital energy: -7.60 eV
- Structure (SMILES): COC(C)=O.NNO
- Charge: 0
- Total energy: -455.368247 Ha

```
18
C3H10N2O3 ωB97M-V/def2-TZVPD
C -0.3205 0.4052 -2.3112
O 0.5367 0.5441 -1.1933
C -0.1553 0.7853 0.1849
C 0.7552 1.6670 0.9832
O -1.3609 0.7662 0.2478
H -0.6550 -0.6347 -2.3914
H -1.2179 1.0261 -2.2143
H 0.2304 0.7074 -3.2027
H 0.3189 2.6591 1.0646
H 1.7566 1.6943 0.5661
H 0.8525 1.2460 1.9853
N -0.8667 -1.9713 0.5709
N 0.3857 -1.3905 0.5963
O 1.0809 -1.2118 1.8374
H -1.4634 -1.7221 1.3602
H -1.4376 -1.6348 -0.2060
H 0.8206 -1.0631 -0.3347
H 0.7400 -1.8724 2.4569
```

***

6.
Here is a 2-piece molecular cluster, C4H6NOS overall at a distorted geometry from the Open Molecules 2025 dataset. Energies are from ωB97M-V/def2-TZVPD.

Summary:
- Highest occupied orbital energy (spin up / spin down): -1.99 / -1.99 eV
- Charge: -1
- Total energy: -684.109735 Ha

```
13
C4H6NOS ωB97M-V/def2-TZVPD
C -1.1313 -1.3188 -1.3705
C 0.2790 1.1423 0.1998
C 1.2194 0.0001 -0.2476
C -0.3627 0.1742 1.2354
N 0.4864 -0.9496 0.6734
O -0.7763 -0.6005 -2.2211
S -1.9647 -2.5663 -0.8089
H 0.6858 2.0524 0.7791
H -0.5902 1.3014 -0.4436
H 1.3492 -0.1637 -1.2665
H 2.2542 0.1029 0.1338
H -0.0290 0.4755 2.1969
H -1.4198 0.3502 1.1399
```

***

7.
Here is C17H45F6N6O9P as an isolated structure at a distorted geometry from the Open Molecules 2025 dataset. Energies are from ωB97M-V/def2-TZVPD.

Summary:
- Highest occupied orbital energy: -14.54 eV
- Charge: +2
- Total energy: -2619.331288 Ha

```
84
C17H45F6N6O9P ωB97M-V/def2-TZVPD
C -10.4137 8.7516 9.6376
C -11.6321 9.1374 10.3148
O -12.0531 10.4437 9.9315
H -10.5545 8.8713 8.5633
H -10.1758 7.7089 9.8479
H -9.6094 9.3513 10.0634
H -11.5038 9.1144 11.3970
H -12.4731 8.4647 10.1469
C -15.3039 11.5856 12.2181
C -14.4987 10.6291 11.3945
O -14.8171 9.6321 10.8543
N -13.0427 11.0821 11.3595
H -12.5562 10.5595 10.6452
H -13.0051 12.0592 11.1063
C -12.3472 10.8007 12.7652
H -15.7529 11.0250 13.0380
H -16.0676 12.1224 11.6553
H -14.7616 12.4024 12.6945
H -12.9001 11.3499 13.5273
H -11.3896 11.3180 12.7053
H -12.3630 9.7154 12.8646
C -12.1409 6.1743 11.5334
C -11.5480 6.8089 12.7474
O -10.7676 7.7811 12.7774
N -11.8761 6.0716 14.0854
H -12.3878 5.2222 13.8936
H -10.9965 5.7186 14.4345
C -12.5227 7.1231 15.0314
H -13.2213 6.3177 11.5203
H -11.9398 5.1100 11.6552
H -11.7509 6.5487 10.5869
H -12.6568 6.7076 16.0301
H -13.5484 7.3161 14.7172
H -11.8180 7.9538 15.0702
C -11.8077 8.8024 6.7496
C -13.2521 8.9854 7.3130
O -14.2208 8.6081 6.6659
N -13.4063 9.9862 8.4460
H -12.7993 9.9884 9.2533
H -13.1844 10.8652 8.0007
C -14.8459 10.0371 8.9572
H -11.7158 8.4216 5.7324
H -11.4552 7.8742 7.1993
H -11.1546 9.6283 7.0314
H -15.0130 10.8761 9.6326
H -15.1123 9.2066 9.6109
H -15.4888 10.2507 8.1033
C -7.1683 9.1510 9.6033
C -6.8893 8.7916 11.0631
O -6.0612 9.3932 11.7970
N -7.7577 7.6078 11.6181
H -7.9519 6.8419 10.9890
H -7.0516 7.2423 12.2409
C -8.9666 8.0502 12.4995
H -6.9311 8.3366 8.9188
H -6.6184 10.0815 9.4621
H -8.2031 9.4932 9.6091
H -8.5912 8.4346 13.4479
H -9.5168 7.1444 12.7543
H -9.6464 8.6043 11.8521
C -9.7214 10.8232 7.8665
C -9.2246 11.5759 9.0288
O -8.1968 12.0916 9.0669
N -10.1893 11.5129 10.2098
H -10.8210 10.7275 10.1454
H -9.5437 11.2196 10.9289
C -10.7379 12.8935 10.4989
H -9.1525 11.1146 6.9836
H -10.7650 11.0301 7.6294
H -9.6105 9.7584 8.0718
H -11.2438 13.1806 9.5771
H -9.9812 13.6013 10.8376
H -11.5023 12.7541 11.2633
P -8.5184 11.2267 12.2654
F -8.7911 12.5425 11.3833
F -6.8904 11.1997 12.0257
F -8.4356 12.1688 13.5978
F -8.4020 9.9446 13.2147
F -10.1013 11.0841 12.6270
F -8.7979 10.2831 11.0425
N -8.7843 5.7837 9.7955
O -8.8226 4.9835 8.8586
O -9.7497 6.0400 10.5037
O -7.7363 6.3667 10.0488
```

***

8.
Here is a 5-piece molecular cluster, C22H51N2O17P4 overall at a distorted geometry from the Open Molecules 2025 dataset. Energies are from ωB97M-V/def2-TZVPD.

Summary:
- Highest occupied orbital energy: -11.68 eV
- Charge: +1
- Total energy: -3622.680850 Ha

```
96
C22H51N2O17P4 ωB97M-V/def2-TZVPD
O -7.0238 0.4742 0.8897
C -6.1613 -0.3602 0.0375
C -5.7737 -1.7129 0.8807
C -6.7617 -2.9799 0.5549
C -7.0006 -3.0759 -1.0648
N -7.6792 -1.8258 -1.5840
C -9.0573 -1.5672 -0.9513
C -10.0304 -2.7749 -0.4616
C -11.5318 -2.6106 0.2279
C -11.9354 -0.9941 0.3866
C -10.8300 0.0598 -0.1778
N -9.5004 -0.1506 -0.8169
C -6.7404 -0.6330 -1.4759
H -7.6200 -0.1064 1.4677
H -5.1433 0.2472 -0.0988
H -5.9101 -1.4337 2.0334
H -4.6210 -1.9611 0.7346
H -6.2298 -3.9681 0.8949
H -7.7437 -2.8382 1.1769
H -7.5427 -4.0561 -1.4158
H -5.9150 -3.1116 -1.5598
H -7.8725 -1.9605 -2.6212
H -9.6354 -3.8842 -0.6279
H -12.2223 -3.4947 0.5594
H -12.9536 -0.6538 0.8876
H -11.1470 1.2067 -0.0558
H -7.1811 0.3566 -1.9770
H -5.7936 -0.9088 -2.1482
C 1.3446 1.5784 -0.0550
O 0.2487 1.0808 -0.7928
P -1.2377 1.5677 -0.4167
O -2.3290 0.9090 -1.2011
O -1.1694 3.1710 -0.5856
C -0.9266 3.6643 -1.8882
O -1.3236 1.3631 1.1768
C -2.6152 1.3643 1.7469
H 2.1164 1.9045 -0.7567
H 1.0677 2.4250 0.5794
H 1.7483 0.7770 0.5689
H -1.4359 3.0588 -2.6430
H 0.1495 3.6639 -2.0833
H -1.2967 4.6906 -1.9507
H -3.0449 0.3612 1.6711
H -3.2707 2.0847 1.2479
H -2.5362 1.6345 2.8032
C 3.4875 8.2610 -0.5163
O 2.6016 7.5592 -1.3623
P 1.0188 7.6471 -1.0890
O 0.1803 6.7934 -1.9879
O 0.7014 9.2265 -1.1826
C 0.9046 9.8434 -2.4385
O 0.8760 7.3298 0.4818
C -0.4123 6.9827 0.9435
H 4.2017 8.8072 -1.1376
H 2.9673 8.9745 0.1290
H 4.0320 7.5444 0.1036
H 0.6135 9.1803 -3.2579
H 1.9584 10.1159 -2.5444
H 0.2982 10.7513 -2.4870
H -0.5753 5.9120 0.7896
H -1.1890 7.5522 0.4237
H -0.4754 7.1982 2.0134
C 7.6947 -0.7156 3.2345
O 6.2929 -0.5761 3.3272
P 5.4692 -0.0520 2.0486
O 4.0047 0.1451 2.2858
O 5.8197 -1.1296 0.8997
C 5.3812 -2.4562 1.1160
O 6.2683 1.2643 1.5826
C 5.5888 2.1425 0.7107
H 7.9734 -1.6943 3.6333
H 8.0517 -0.6429 2.2035
H 8.1713 0.0617 3.8370
H 4.4008 -2.4761 1.5999
H 6.1085 -2.9832 1.7400
H 5.3089 -2.9648 0.1514
H 4.9632 2.8220 1.2969
H 4.9675 1.5935 -0.0037
H 6.3245 2.7312 0.1564
C 5.9773 -8.0223 1.4709
O 6.3265 -6.7748 0.9098
P 7.2156 -6.7373 -0.4303
O 7.6032 -5.3653 -0.8858
O 6.3362 -7.5703 -1.4964
C 5.0839 -7.0212 -1.8561
O 8.4462 -7.7229 -0.1098
C 9.5757 -7.6202 -0.9505
H 4.9079 -8.0147 1.6962
H 6.1867 -8.8551 0.7938
H 6.5345 -8.1642 2.4004
H 5.1339 -5.9310 -1.9256
H 4.3338 -7.3069 -1.1134
H 4.7893 -7.4234 -2.8287
H 10.2238 -6.8166 -0.5889
H 9.2849 -7.4212 -1.9866
H 10.1299 -8.5619 -0.9161
```

***

9.
Here is a single C5H7ClO2 molecule at a distorted geometry from the Open Molecules 2025 dataset. Energies are from ωB97M-V/def2-TZVPD.

Summary:
- Highest occupied orbital energy: -9.64 eV
- Structure (SMILES): CCC(Cl)(C=O)C=O
- Charge: 0
- Total energy: -805.304812 Ha

```
15
C5H7ClO2 ωB97M-V/def2-TZVPD
C -0.1024 -1.7909 0.0353
C 0.6189 -0.6249 0.7991
C 0.3377 0.6671 0.0504
Cl 1.6259 1.9780 0.4052
C 0.2817 0.7938 -1.5532
O -0.6556 1.2926 -2.1509
C -1.2089 1.3789 0.6849
O -1.5908 1.0181 1.7692
H 0.2035 -1.9092 -0.9908
H -1.2041 -1.4625 -0.0809
H 0.0276 -2.7012 0.4250
H 0.2420 -0.4035 1.7170
H 1.7045 -0.7047 0.7793
H 1.2319 0.4141 -1.8794
H -1.5118 2.0545 -0.0104
```

***

10.
Here is C12H7BCrF8N3O4S as an isolated structure from the Open Molecules 2025 dataset. Energies are from ωB97M-V/def2-TZVPD.

Summary:
- Highest occupied orbital energy (spin up / spin down): -5.49 / -5.82 eV
- <S²>: 6.013
- Charge: -1
- Total energy: -3193.671327 Ha
- Multiplicity: 5

```
37
C12H7BCrF8N3O4S ωB97M-V/def2-TZVPD
Cr -1.0897 -0.9598 -0.6376
F -4.3028 3.0054 -4.4045
C -4.0893 2.2794 -3.2800
F -5.1334 1.4438 -3.1627
F -4.1447 3.1452 -2.2565
C -2.7801 1.5398 -3.3457
C -1.9599 1.6763 -4.4385
C -0.7490 0.9910 -4.5276
C -0.4154 0.1771 -3.4680
N -1.2097 0.0471 -2.4118
C -2.3942 0.6868 -2.2783
S -3.2186 0.3459 -0.8041
H -2.2650 2.3335 -5.2427
H -0.0970 1.0862 -5.3825
H 0.5101 -0.3849 -3.4330
F 1.3907 2.2180 5.0866
C 2.0318 1.2025 4.4916
C 1.9315 0.9862 3.1811
N 2.5915 -0.0496 2.5478
C 2.5056 -0.1948 1.0938
C 1.0982 -0.3673 0.5528
O 1.0120 -0.9433 -0.5773
O 0.1196 0.0928 1.1654
C 3.3893 -0.9257 3.2502
O 4.0169 -1.8357 2.7530
N 3.4326 -0.6818 4.6157
C 2.8274 0.3351 5.3429
O 2.9788 0.4445 6.5405
H 1.3035 1.5946 2.5483
H 3.1233 -1.0405 0.8136
H 2.9252 0.7034 0.6312
H 4.0044 -1.3258 5.1422
F -2.6674 -3.2671 -0.6912
B -1.4792 -3.5887 -0.0274
F -1.2183 -2.4518 0.8780
F -0.4270 -3.5641 -0.9553
F -1.5516 -4.7537 0.6902
```